1.
Here is C26H33As2I2N2O2Pd as an isolated structure at a distorted geometry from OMol25. Energies are from wB97M-V/def2-TZVPD.

```
68
Properties=species:S:1:pos:R:3:forces:R:3
Pd 0.3359 -0.3001 0.2425 0.5912 -0.0834 -0.8810
I -2.8823 3.7040 5.0765 -0.1842 0.1533 0.1562
C -1.4812 2.6848 3.9893 0.2091 -0.1947 -0.1435
C -1.3429 1.2950 4.1854 0.0222 0.1266 -0.0393
C -0.3991 0.6098 3.4753 -0.0197 0.4632 -0.0350
I -0.3068 -1.4367 3.4817 0.0784 -0.3445 0.1368
C 0.5272 1.3160 2.5995 -0.2239 -0.1167 0.1784
O 1.5308 0.7637 2.1182 0.1841 -0.1151 0.1014
C 0.2080 2.6961 2.2807 -0.0908 -0.0308 0.0697
C 0.9059 3.2371 1.0725 0.1599 -0.0176 0.0846
N 0.5562 2.3987 -0.0801 0.0447 -0.0336 -0.1361
C -0.6416 2.8231 -0.7992 -0.0912 0.0782 -0.1327
C -1.9095 2.5663 -0.0408 -0.0759 0.1442 -0.0256
C -2.7535 3.5879 0.2760 0.0119 -0.0287 0.0549
C -3.8738 3.4121 1.1091 0.0955 -0.0437 -0.0252
C -4.0329 2.1450 1.7048 0.0135 -0.0580 -0.0125
C -3.2065 1.1192 1.3868 -0.0243 0.0214 -0.0118
N -2.1819 1.2611 0.4253 0.0674 -0.1520 -0.1507
C -0.7438 3.3594 2.9952 0.0004 -0.0475 0.0905
H -2.0022 0.7841 4.8726 -0.0164 -0.0166 0.0026
H 1.9862 3.1628 1.2178 -0.0501 0.0289 0.0232
H 0.6523 4.2933 0.9244 -0.0353 -0.0347 -0.0535
H 1.3311 2.3643 -0.7338 -0.0877 0.0364 0.1259
H -0.6217 2.3013 -1.7590 0.0048 -0.0356 0.0457
H -0.6299 3.8991 -1.0198 0.0428 -0.0528 -0.0318
H -2.4999 4.5746 -0.0889 -0.0202 0.0489 -0.0181
H -4.5385 4.2292 1.3345 -0.0382 0.0478 0.0108
H -4.7953 1.9711 2.4513 -0.0429 0.0198 0.0298
H -3.2641 0.1493 1.8550 -0.0171 -0.0105 -0.0065
H -0.9669 4.3952 2.7768 -0.0207 0.0245 -0.0043
C 3.9553 1.0943 -1.2668 0.0477 0.1099 -0.1277
As 2.7129 -0.2625 -0.6602 -0.2887 -0.1206 0.3402
C 3.7524 -1.0138 0.8084 0.0791 0.0030 -0.0345
C 2.8573 -1.6585 -1.9946 -0.0532 -0.0825 -0.0485
C 3.8179 -1.6528 -2.9994 0.0118 -0.0430 0.0077
C 3.8719 -2.6911 -3.9189 -0.0254 -0.0071 0.0230
C 2.9734 -3.7437 -3.8329 0.0064 0.0211 0.0127
C 2.0118 -3.7555 -2.8326 0.0320 -0.0151 -0.0276
C 1.9414 -2.7128 -1.9162 0.0794 0.0906 -0.0232
As 0.5930 -2.6565 -0.5212 -0.1808 0.2775 0.2147
C 1.2206 -4.0323 0.6927 -0.0008 -0.1408 -0.0090
C -0.8972 -3.5719 -1.3413 -0.0437 -0.1239 -0.0413
H 4.9585 0.6720 -1.3298 -0.0132 0.0474 -0.0036
H 3.9574 1.8965 -0.5286 0.0240 -0.0047 -0.0227
H 3.6613 1.4926 -2.2373 0.0090 -0.0018 0.0275
H 4.5062 -1.6977 0.4174 -0.0198 0.0281 0.0520
H 3.0847 -1.5217 1.5020 0.0268 -0.0092 -0.0370
H 4.2340 -0.1968 1.3438 -0.0223 -0.0018 0.0034
H 4.5329 -0.8443 -3.0786 -0.0018 0.0255 0.0182
H 4.6173 -2.6783 -4.7016 0.0261 0.0024 -0.0244
H 3.0177 -4.5544 -4.5468 -0.0001 -0.0185 -0.0179
H 1.3174 -4.5854 -2.7861 -0.0146 0.0151 0.0290
H 1.5091 -4.9140 0.1189 0.0055 0.0160 0.0613
H 0.4178 -4.2960 1.3816 0.0213 0.0291 -0.0036
H 2.0741 -3.6664 1.2591 0.0050 -0.0173 -0.0037
H -0.6053 -4.5813 -1.6298 -0.0598 0.0220 -0.0214
H -1.2346 -3.0190 -2.2162 0.0002 -0.0041 0.0060
H -1.7035 -3.6267 -0.6129 0.0145 -0.0178 -0.0176
C -3.5738 -1.6543 -0.1607 0.0074 -0.0038 -0.0188
O -2.2969 -1.0449 0.0949 -0.0549 0.0239 0.1507
C -2.0153 0.1485 -0.5092 -0.0893 0.0862 0.1423
C -2.5339 0.3232 -1.9043 -0.0179 0.0112 -0.0023
H -4.3792 -0.9301 -0.0221 0.0180 -0.0370 -0.0100
H -3.6759 -2.4537 0.5701 0.0040 0.0142 -0.0146
H -3.6152 -2.0717 -1.1677 -0.0242 0.0254 0.0182
H -2.3451 -0.5767 -2.4890 0.0205 -0.0076 0.0208
H -2.0654 1.1565 -2.4169 -0.0158 0.0476 -0.0038
H -3.6144 0.5143 -1.8969 0.0003 -0.0163 -0.0173
```
Forces are in eV/Å.

## Properties
E_HOMO (alpha / beta) = -8.45 / -11.18 eV
Gap between HOMO and LUMO (alpha / beta) = 6.49 / 6.43 eV
Max |F| = 1.1 eV/Å
Charge = +1
Energy above the lowest of the compared OMol25 structures with the same formula, charge and spin = 22.6 kJ/mol
Spin multiplicity = 5

2.
Here is C26H33AuF6N2O4S2Si2 as an isolated structure from OMol25. Energies are from wB97M-V/def2-TZVPD.

```
76
Properties=species:S:1:pos:R:3:forces:R:3
Au 1.3279 -0.5814 -0.8964 -0.0594 -0.2598 -0.2773
C 1.0354 1.3483 -0.1852 0.2361 0.0114 0.2200
Si -0.2975 1.2254 1.1584 0.0390 -0.0879 0.0280
C -1.3271 -0.3466 0.9235 -0.0214 -0.1011 -0.0032
N -0.5631 -1.5891 0.7604 0.0207 0.0088 -0.0239
C -0.0551 -2.1479 2.0236 -0.0658 0.0443 -0.0058
C -1.1431 -2.7889 2.8848 0.0112 0.0125 -0.0122
C -1.8943 -3.8523 2.0869 -0.0071 -0.0219 0.0118
C -2.4280 -3.2581 0.7859 -0.0040 0.0340 -0.0078
C -1.2868 -2.6179 0.0002 -0.0148 -0.0232 -0.0073
C 0.4994 1.2659 2.8465 0.0289 0.0059 -0.0078
C -0.3306 1.2403 3.9727 0.0087 -0.0157 0.0170
C 0.1990 1.2039 5.2529 0.0159 -0.0007 0.0094
C 1.5769 1.1881 5.4318 -0.0192 -0.0018 -0.0064
C 2.4168 1.2120 4.3292 0.0005 0.0061 -0.0101
C 1.8803 1.2530 3.0488 -0.0073 -0.0300 -0.0032
C -1.4397 2.6832 0.9082 0.0000 0.0281 0.0188
C -2.2199 2.7468 -0.2522 -0.0143 0.0126 0.0017
C -3.0585 3.8250 -0.4910 0.0078 -0.0075 -0.0055
C -3.1283 4.8646 0.4274 -0.0001 -0.0019 -0.0001
C -2.3573 4.8226 1.5795 -0.0004 -0.0086 0.0045
C -1.5199 3.7401 1.8167 -0.0125 -0.0038 -0.0204
H 2.0666 1.5439 0.1141 -0.0371 0.0315 0.0535
H 0.7556 2.0316 -0.9795 0.0260 -0.0266 0.0025
H -1.9041 -0.1827 0.0061 0.0207 -0.0042 0.0158
H -2.0676 -0.3984 1.7372 0.0102 0.0383 -0.0396
H 0.4592 -1.3611 2.5746 0.0456 0.0162 0.0003
H 0.6948 -2.9013 1.7687 -0.0081 0.0020 -0.0129
H -1.8444 -2.0255 3.2381 0.0003 -0.0077 -0.0022
H -0.6816 -3.2222 3.7756 -0.0047 0.0100 -0.0228
H -2.7042 -4.2830 2.6788 0.0008 0.0059 0.0027
H -1.2049 -4.6701 1.8477 -0.0124 0.0005 0.0036
H -3.1893 -2.5022 1.0072 -0.0081 -0.0127 0.0024
H -2.9112 -4.0229 0.1729 0.0246 0.0091 0.0106
H -1.6470 -2.1655 -0.9268 0.0192 -0.0054 0.0024
H -0.5589 -3.3900 -0.2752 -0.0100 0.0204 0.0020
H -1.4096 1.2456 3.8500 0.0022 0.0042 0.0001
H -0.4604 1.1836 6.1112 0.0018 0.0008 0.0002
H 1.9936 1.1545 6.4302 -0.0022 -0.0023 -0.0022
H 3.4909 1.1937 4.4630 -0.0044 -0.0050 -0.0021
H 2.5594 1.2569 2.2033 -0.0170 0.0029 0.0182
H -2.1636 1.9474 -0.9853 -0.0002 0.0124 0.0203
H -3.6579 3.8566 -1.3928 0.0029 0.0009 -0.0008
H -3.7826 5.7072 0.2432 0.0029 -0.0025 -0.0002
H -2.4068 5.6337 2.2949 -0.0005 -0.0047 -0.0038
H -0.9217 3.7201 2.7204 0.0045 0.0020 -0.0046
F 5.5588 -0.3107 1.5830 -0.0051 0.0236 0.0614
C 5.0847 -0.6787 0.3990 -0.0363 0.0392 -0.0597
F 4.4134 0.3547 -0.1203 -0.0012 -0.0229 -0.0149
F 6.0936 -0.9811 -0.3999 0.0379 -0.0271 0.0060
S 3.9515 -2.1551 0.6206 -0.1097 -0.2039 -0.1268
O 2.6004 -1.5615 0.5347 -0.0114 0.3521 0.2051
O 4.2850 -2.7020 1.8888 0.0333 0.0421 -0.0320
N 4.2368 -3.1382 -0.5450 -0.0568 0.0908 -0.0123
S 3.5402 -2.8825 -1.9563 0.2467 0.2431 -0.0223
O 3.7494 -1.5426 -2.4483 -0.0747 -0.0700 0.0737
O 2.2055 -3.4074 -2.0307 -0.1799 0.0738 0.0792
C 4.6041 -3.9732 -2.9868 -0.0165 -0.0390 0.0522
F 4.1709 -3.8969 -4.2409 -0.0119 -0.0043 -0.0510
F 5.8667 -3.5700 -2.9349 0.0018 0.0039 0.0002
F 4.5251 -5.2303 -2.5717 0.0065 -0.0416 -0.0011
C -3.5577 0.9599 -3.6726 -0.0163 -0.0138 0.0216
Si -1.8207 1.3172 -4.2584 0.0104 0.0215 0.0212
C -1.4778 0.4757 -5.8855 0.0188 -0.0234 -0.0208
C -1.5279 3.1566 -4.3649 -0.0009 0.0180 -0.0165
C -0.6512 0.6450 -2.9990 -0.0051 -0.0937 -0.0257
C 0.1325 0.1625 -2.2096 0.0158 -0.0641 -0.1060
H -4.2914 1.3829 -4.3628 0.0014 -0.0081 0.0050
H -3.7403 1.3884 -2.6842 -0.0126 -0.0081 -0.0174
H -3.7336 -0.1158 -3.6096 -0.0054 0.0092 0.0034
H -2.3036 0.6242 -6.5848 0.0143 0.0191 -0.0031
H -1.3417 -0.5975 -5.7414 -0.0251 0.0087 -0.0146
H -0.5686 0.8697 -6.3436 -0.0040 -0.0236 0.0128
H -2.1976 3.6155 -5.0961 0.0059 0.0044 0.0042
H -0.5001 3.3654 -4.6688 -0.0160 0.0013 0.0010
H -1.6969 3.6386 -3.4000 -0.0036 0.0071 0.0132
```
Forces are in eV/Å.

## Properties
E_HOMO = -8.56 eV
Gap between HOMO and LUMO = 7.11 eV
Max |F| = 0.4 eV/Å
Energy above the lowest of the compared OMol25 structures with the same formula, charge and spin = 0.0 kJ/mol

3.
Here is C26H33BF4IrN4OS as an isolated structure at a distorted geometry from OMol25. Energies are from wB97M-V/def2-TZVPD.

```
71
Properties=species:S:1:pos:R:3:forces:R:3
Ir 0.7642 0.7454 -0.3519 0.8069 2.8243 0.9656
C -0.0363 0.0863 2.4507 0.0963 0.0935 0.1506
C 1.4739 0.0919 2.5031 0.0261 -0.1786 0.1107
N 2.0592 0.0151 1.1143 -0.0528 -0.8190 -0.4270
C 3.4090 0.6098 1.0432 0.1147 0.0947 0.2288
C 3.2773 2.1021 1.2692 0.3292 0.1593 -0.0581
S 1.7790 2.7514 0.4553 -0.5174 -0.1865 -0.1162
C 0.6826 3.1634 1.8611 0.0011 0.2830 0.0598
C -0.6461 2.4396 1.7539 0.1261 -0.0464 0.1355
N -0.4856 1.0079 1.3967 -0.9184 -0.6177 -0.7876
H -0.4761 0.3222 3.4218 0.1154 0.1674 0.0071
H -0.3753 -0.9022 2.1732 -0.0957 0.0060 0.1020
H 1.8126 -0.7645 3.0886 0.1682 0.0036 -0.0890
H 1.8787 0.9798 2.9771 -0.0818 0.0236 0.0053
H 2.1472 -0.9672 0.8654 0.0716 -0.0190 0.0989
H 3.8062 0.3922 0.0580 -0.0035 -0.0533 0.0086
H 4.0782 0.1559 1.7782 -0.1195 -0.0087 0.0978
H 4.1292 2.6132 0.8228 -0.0557 0.1186 0.0212
H 3.2551 2.4065 2.3139 -0.0492 -0.0968 0.0184
H 0.4919 4.2331 1.7801 0.0869 0.0168 -0.0331
H 1.2277 2.9834 2.7854 -0.0466 -0.0663 0.0044
H -1.2384 2.8984 0.9731 -0.0680 0.0084 -0.0144
H -1.2015 2.5288 2.6902 0.0978 -0.0382 0.0565
H -1.4049 0.6938 1.0636 -0.0144 0.0388 0.0768
C -1.4431 -0.7115 -2.1258 0.0725 0.3385 0.0414
N -0.1207 -0.0229 -2.0723 -0.7931 -0.5950 -0.4007
C 0.4627 0.2956 -3.1991 0.4015 -0.1346 0.3697
C 1.7256 0.8815 -3.1182 -0.2401 -0.1882 0.0581
C 2.6637 1.3378 -4.0327 -0.0583 -0.0260 -0.0505
C 3.7169 1.8405 -3.2784 0.0702 0.0974 -0.0384
C 3.3877 1.6738 -1.9409 -0.3585 -0.0979 0.0016
N 2.1719 1.0725 -1.8191 0.4093 -0.3214 -0.4593
C -2.6097 0.1302 -1.6791 -0.0132 -0.0326 -0.0555
C -3.2839 -0.1981 -0.5078 0.0276 0.0709 0.0406
C -4.3794 0.5509 -0.0896 0.0315 -0.0050 0.0506
C -4.8047 1.6294 -0.8501 0.0451 0.0304 -0.0199
C -4.1504 1.9424 -2.0360 -0.0273 0.0137 0.0468
C -3.0545 1.2019 -2.4433 -0.0616 -0.0914 -0.0325
H -1.3835 -1.5870 -1.4951 -0.0096 -0.1495 -0.0704
H -1.5758 -1.0462 -3.1559 0.0036 0.0515 -0.0295
H -0.0145 0.0697 -4.1462 -0.0531 -0.0047 0.0134
H 2.5738 1.3000 -5.1060 0.0059 0.0416 0.0057
H 4.6275 2.2918 -3.6356 0.0039 -0.0402 -0.0318
H 4.0032 1.9636 -1.1123 0.0328 0.0472 0.0643
H -2.9737 -1.0716 0.0538 -0.0112 -0.0844 0.0350
H -4.9177 0.2745 0.8083 0.0231 0.0143 0.0136
H -5.6441 2.2277 -0.5225 -0.0480 -0.0499 -0.0386
H -4.4917 2.7718 -2.6395 0.0317 0.0260 0.0216
H -2.5345 1.4791 -3.3537 -0.0267 -0.0319 -0.0147
C 1.7713 -2.9883 -0.1389 -0.0136 -0.0392 0.0197
C 0.4030 -2.6369 0.3840 0.0875 0.1689 -0.4384
O -0.0476 -1.4980 0.1537 0.0211 -0.6350 0.5893
C -0.3698 -3.6154 1.1414 0.0860 -0.0525 0.0268
C -1.5659 -3.2403 1.7693 0.0077 -0.0094 -0.0431
C -2.3040 -4.1700 2.4722 0.0156 -0.0066 0.0129
C -1.8548 -5.4845 2.5586 -0.0210 -0.0221 0.0053
C -0.6607 -5.8659 1.9603 0.0021 0.0243 0.0030
C 0.0814 -4.9375 1.2542 -0.0299 -0.0062 0.0292
H 2.1567 -2.1812 -0.7635 -0.0166 -0.0114 -0.0340
H 1.7352 -3.8915 -0.7478 -0.0035 0.0081 -0.0157
H 2.4570 -3.2043 0.6863 0.0074 -0.0393 -0.0247
H -1.9094 -2.2179 1.7020 -0.0795 0.0013 -0.0800
H -3.2281 -3.8807 2.9534 -0.0039 -0.0048 -0.0113
H -2.4427 -6.2179 3.0945 0.0119 0.0131 0.0256
H -0.3109 -6.8853 2.0445 -0.0209 -0.0060 -0.0207
H 1.0019 -5.2538 0.7837 -0.0007 0.0061 0.0031
F 0.1737 3.3165 -2.7465 -0.0285 -0.1013 0.0924
B -0.6584 3.5489 -1.6911 0.1048 0.5779 -0.1173
F -0.7898 2.1629 -0.9684 0.4130 -0.1978 -0.1970
F -1.9224 3.9111 -1.9862 0.0250 -0.0591 -0.0075
F -0.0753 4.3468 -0.7052 -0.0395 -0.1956 0.0394
```
Forces are in eV/Å.

## Properties
E_HOMO (alpha / beta) = -13.88 / -13.84 eV
Gap between HOMO and LUMO (alpha / beta) = 5.99 / 5.46 eV
Max |F| = 3.1 eV/Å
Charge = +2
Energy above the lowest of the compared OMol25 structures with the same formula, charge and spin = 367.1 kJ/mol
Spin multiplicity = 2